[1]
C41H42P2RuTe | wB97M-V/def2-TZVPD

LUMO (spin up / spin down) in eV: -5.604 / -8.249
E_HOMO (spin up / spin down) in eV: -13.3 / -13.3
⟨S²⟩: 6.021
Orbital gap (spin up / spin down) in eV: 7.66 / 5.01
2S+1: 5
Total charge: +2

Last column: Löwdin charge in e.
Cartesian coordinates (Å):
Te1 -1.708 0.769 3.455  1.23
Ru1 -0.063 0.423 1.484  0.57
P1 1.750 0.108 0.212  0.91
P2 -1.508 -0.636 0.209  0.85
C1 1.267 -0.307 -4.383  -0.12
C2 4.067 -3.046 1.334  -0.05
C3 -3.531 -3.628 2.109  -0.05
C4 2.651 2.155 -1.473  -0.08
C5 5.383 -2.618 1.114  -0.04
C6 3.001 -2.202 1.009  -0.10
C7 -2.169 1.970 -0.342  -0.15
C8 -3.888 -4.487 1.062  -0.04
C9 4.564 -0.517 0.212  -0.05
C10 -3.025 3.055 -0.561  -0.05
C11 -0.769 1.388 6.336  -0.13
C12 5.625 -1.370 0.531  -0.05
C13 -1.085 1.478 -5.248  -0.18
C14 0.387 1.932 -5.141  -0.17
C15 -1.776 -0.464 -3.859  -0.15
C16 -3.495 -4.202 -0.249  -0.04
C17 3.240 -0.927 0.468  -0.34
C18 -4.400 2.835 -0.681  -0.04
C19 -0.233 1.098 7.600  -0.05
C20 0.133 -0.217 7.933  -0.04
C21 -4.078 0.459 -0.346  -0.06
C22 -0.405 -0.997 -1.194  -0.24
C23 -2.784 -2.479 1.842  -0.11
C24 -2.696 0.680 -0.260  -0.38
C25 2.360 2.741 0.865  -0.10
C26 -0.657 -0.993 5.760  -0.14
C27 2.306 1.799 -0.167  -0.36
C28 -2.423 -2.173 0.523  -0.36
C29 0.354 -1.144 -5.233  -0.17
C30 -0.957 0.336 5.422  -0.58
C31 3.045 3.463 -1.754  -0.04
C32 -1.070 -1.486 -4.704  -0.18
C33 2.813 4.035 0.599  -0.05
C34 3.133 4.396 -0.712  -0.04
C35 0.900 -0.602 -1.198  -0.25
C36 -2.739 -3.060 -0.520  -0.07
C37 1.454 0.294 2.964  -0.28
C38 -4.922 1.543 -0.578  -0.04
C39 -0.107 -1.259 7.023  -0.05
C40 -1.682 0.862 -4.017  -0.09
C41 1.301 1.032 -4.377  -0.12
H1 1.970 -2.515 1.210  0.11
H2 -2.614 4.065 -0.623  0.12
H3 2.030 2.452 1.864  0.07
H4 2.498 0.443 2.632  0.00
H5 -2.142 1.556 -3.307  0.10
H6 4.761 0.468 -0.211  0.11
H7 2.146 1.578 -3.952  0.08
H8 3.863 -4.028 1.768  0.12
H9 -1.027 2.402 6.039  0.10
H10 0.251 -0.678 -6.225  0.11
H11 -2.489 -1.791 2.645  0.02
H12 0.139 -2.284 7.305  0.12
H13 0.435 2.931 -4.680  0.11
H14 2.584 1.394 -2.247  0.07
H15 -1.016 -2.426 -4.134  0.10
H16 0.862 -2.111 -5.380  0.12
H17 -1.158 0.762 -6.076  0.11
H18 -3.781 -4.858 -1.072  0.12
H19 -2.485 -0.884 -3.138  0.09
H20 3.459 5.413 -0.929  0.12
H21 2.080 -0.879 -3.916  0.10
H22 -5.996 1.375 -0.667  0.12
H23 -4.483 -5.377 1.267  0.12
H24 -4.464 -0.551 -0.211  0.11
H25 -1.670 2.367 -5.523  0.12
H26 6.654 -1.058 0.334  0.12
H27 -0.840 -1.780 5.033  0.09
H28 -5.072 3.680 -0.846  0.12
H29 0.598 -0.428 8.904  0.12
H30 -2.385 -2.853 -1.530  0.09
H31 6.215 -3.266 1.397  0.12
H32 1.562 -0.802 -2.039  0.05
H33 -0.098 1.896 8.333  0.12
H34 2.910 4.751 1.418  0.12
H35 -1.663 -1.720 -5.606  0.13
H36 -3.836 -3.852 3.134  0.12
H37 3.293 3.748 -2.782  0.12
H38 1.315 -0.748 3.309  0.03
H39 -1.093 2.122 -0.148  0.08
H40 0.757 2.050 -6.175  0.13
H41 1.190 0.992 3.777  -0.01
H42 -0.818 -1.589 -2.023  0.05

Cartesian forces, eV/Å:
Te -0.3 0.2 1.3
Ru 0.6 1.9 3.3
P 1.7 0.0 -0.9
P -1.5 -1.6 -2.3
C 0.5 0.4 -0.2
C -0.1 0.2 -0.1
C 0.1 0.0 0.0
C 0.0 0.1 0.1
C -0.3 0.0 -0.1
C 0.2 0.0 0.1
C -0.2 0.3 0.2
C 0.0 0.3 0.0
C -0.4 0.0 0.1
C 0.2 -0.1 0.1
C 0.0 -0.4 -0.1
C -0.1 -0.1 0.0
C 0.4 0.1 -0.2
C -0.4 0.4 -0.1
C -0.3 0.6 -0.2
C 0.1 0.2 0.0
C -0.2 -0.3 0.3
C 0.1 -0.1 -0.1
C 0.0 -0.3 -0.2
C -0.3 0.1 -0.4
C 0.3 0.1 -0.1
C 1.2 -0.1 -0.4
C -0.2 0.0 -0.2
C 0.0 -0.5 0.3
C 0.0 0.1 0.0
C 0.2 0.4 0.2
C -0.2 -0.1 0.0
C 0.3 -0.1 0.3
C -0.2 -0.4 -0.2
C 0.2 -0.1 0.0
C 0.0 -0.2 0.2
C 0.0 -0.2 -0.4
C -0.1 -0.1 -0.1
C 0.0 -0.1 0.0
C -1.1 -0.8 -0.5
C -0.1 0.2 0.3
C 0.5 -0.1 0.5
C 0.0 -0.1 0.0
C -0.1 0.2 -0.1
C -0.4 -0.3 0.0
C 0.5 -0.4 -0.5
H 0.3 0.0 -0.1
H -0.2 -0.3 0.0
H 0.3 0.3 -0.2
H -0.6 -0.1 0.4
H -0.1 -0.4 -0.1
H 0.0 -0.2 0.1
H -0.3 -0.5 0.0
H 0.1 0.4 -0.2
H 0.0 -0.1 0.3
H 0.2 -0.2 0.3
H -0.2 -0.5 -0.2
H -0.1 0.3 -0.1
H -0.1 -0.2 -0.2
H 0.1 0.3 0.2
H 0.0 0.2 -0.1
H -0.2 0.4 -0.2
H -0.2 0.3 0.2
H 0.1 0.1 0.3
H 0.3 0.3 0.2
H -0.1 -0.3 0.1
H -0.2 0.4 0.0
H 0.3 0.1 0.0
H 0.2 0.2 0.0
H 0.0 0.3 -0.1
H 0.0 -0.3 0.0
H -0.4 0.0 0.1
H 0.1 0.0 0.3
H 0.2 -0.3 0.0
H -0.3 0.1 -0.5
H -0.3 -0.1 0.2
H -0.3 0.2 -0.2
H -0.4 -0.2 0.0
H 0.0 -0.2 -0.3
H -0.1 -0.2 -0.3
H 0.0 -0.1 0.4
H 0.1 0.0 -0.4
H -0.1 -0.1 0.4
H 0.2 0.4 0.0
H -0.4 0.2 -0.5
H 0.1 0.1 0.3
H 0.3 -0.4 -0.3
H 0.5 0.5 0.3

=====

[2]
C41H44AsN5PSn | wB97M-V/def2-TZVPD

LUMO in eV: -8.711
E_HOMO in eV: -15.8
Energy above the lowest of the compared OMol25 structures with the same formula, charge and spin in kcal per mole: 0.00
Orbital gap in eV: 7.10
Total charge: +3

Last column: Löwdin charge in e.
Cartesian coordinates (Å):
Sn1 -0.450 -1.269 0.199  1.05
As1 -1.273 -2.597 -1.881  1.05
P1 0.305 1.727 1.202  0.83
N1 1.160 -2.754 0.655  -0.02
N2 -1.238 -2.630 1.764  0.04
N3 1.149 -0.734 -2.246  0.13
N4 0.123 0.132 1.374  -0.33
N5 -2.724 -0.776 0.577  -0.02
C1 2.186 3.515 0.235  -0.08
C2 3.349 -3.628 0.344  0.01
C3 2.356 -2.713 0.052  -0.10
C4 0.902 -3.686 1.588  -0.18
C5 1.696 1.940 -4.330  -0.02
C6 1.957 2.228 0.729  -0.33
C7 -2.584 4.033 -0.570  -0.04
C8 0.840 3.247 3.472  -0.05
C9 -3.233 -1.301 1.703  -0.21
C10 -1.541 2.709 -2.286  -0.08
C11 2.966 -0.112 -5.090  -0.02
C12 -0.435 -3.596 2.234  -0.17
C13 0.518 3.756 4.724  -0.04
C14 0.075 -3.804 -2.529  -0.23
C15 1.851 -4.636 1.921  0.04
C16 3.485 3.952 0.029  -0.05
C17 -1.275 2.078 3.417  -0.10
C18 -2.745 -3.714 -1.337  -0.23
C19 3.798 1.244 -3.119  -0.02
C20 -4.569 0.727 0.443  0.00
C21 3.031 1.382 1.000  -0.09
C22 -0.816 2.500 0.011  -0.31
C23 1.772 -0.081 -2.962  -0.12
C24 -2.907 -3.201 3.343  0.05
C25 -0.695 3.436 5.311  -0.04
C26 -4.410 -0.829 2.254  0.03
C27 -2.095 -4.213 3.826  0.03
C28 3.087 -4.608 1.289  0.02
C29 -0.840 -4.415 3.271  0.05
C30 -3.379 0.213 -0.041  -0.10
C31 -0.055 2.408 2.815  -0.30
C32 -1.936 -1.554 -3.354  -0.22
C33 -1.746 3.466 0.385  -0.05
C34 -5.086 0.202 1.615  0.01
C35 4.554 3.109 0.310  -0.05
C36 -2.446 -2.411 2.302  -0.17
C37 2.564 0.754 -3.886  -0.57
C38 -1.592 2.594 4.659  -0.06
C39 -2.488 3.653 -1.900  -0.05
C40 4.329 1.824 0.787  -0.06
C41 -0.710 2.138 -1.335  -0.13
H1 -3.130 4.111 -2.642  0.12
H2 2.095 -0.435 -5.660  0.09
H3 -4.801 -1.241 3.173  0.13
H4 1.419 2.571 -3.484  0.08
H5 -2.437 -4.843 4.637  0.14
H6 -5.066 1.526 -0.088  0.13
H7 -1.284 -0.706 -3.545  0.02
H8 4.305 -3.569 -0.157  0.13
H9 3.535 -0.989 -4.781  0.10
H10 -6.007 0.587 2.032  0.14
H11 -0.198 -5.194 3.654  0.13
H12 3.839 -5.344 1.541  0.14
H13 0.284 -4.557 -1.770  0.05
H14 0.794 1.606 -4.844  0.09
H15 -1.440 2.442 -3.331  0.11
H16 -0.326 -4.291 -3.418  0.06
H17 -2.536 2.347 5.127  0.11
H18 0.977 -3.255 -2.782  0.02
H19 -3.578 -3.097 -1.005  0.04
H20 -1.819 3.784 1.416  0.11
H21 4.426 0.411 -2.800  0.10
H22 -2.438 -4.385 -0.536  0.04
H23 1.790 3.499 3.018  0.11
H24 -1.965 1.414 2.908  0.09
H25 5.567 3.458 0.161  0.12
H26 -3.885 -3.041 3.770  0.13
H27 5.168 1.180 1.017  0.11
H28 -3.302 4.786 -0.273  0.12
H29 -2.928 0.613 -0.940  0.10
H30 2.505 -1.921 -0.670  0.09
H31 1.355 4.181 0.034  0.12
H32 -2.946 -1.219 -3.127  0.05
H33 1.648 -5.387 2.670  0.13
H34 1.214 4.405 5.236  0.12
H35 0.053 1.432 -1.646  0.06
H36 4.384 1.877 -3.785  0.11
H37 2.844 0.401 1.420  0.09
H38 -0.947 3.841 6.282  0.12
H39 -3.054 -4.303 -2.200  0.06
H40 2.275 2.544 -5.029  0.11
H41 3.666 4.954 -0.338  0.12
H42 -1.955 -2.211 -4.223  0.06
H43 3.597 0.487 -5.747  0.11
H44 3.514 1.829 -2.246  0.07

Cartesian forces, eV/Å:
Sn -0.3 0.0 0.4
As 0.0 -0.1 -0.1
P -0.2 -0.4 0.2
N 0.1 0.0 -0.2
N 0.1 -0.1 -0.1
N 0.0 0.1 0.1
N 0.2 0.4 -0.4
N 0.0 0.1 0.0
C 0.0 0.0 0.0
C 0.0 0.0 0.0
C 0.0 0.0 0.1
C 0.0 0.0 0.0
C 0.0 0.0 0.0
C 0.0 0.0 -0.1
C 0.0 0.0 0.0
C 0.0 0.0 0.0
C 0.0 0.0 0.0
C 0.0 0.0 0.0
C 0.0 0.0 0.0
C 0.1 0.0 0.0
C 0.0 0.0 0.0
C 0.0 0.0 0.0
C 0.0 0.0 0.0
C 0.0 0.0 0.0
C 0.1 0.0 0.0
C 0.0 0.0 0.0
C 0.1 0.0 0.0
C 0.0 0.0 0.0
C 0.0 0.0 0.1
C 0.0 0.1 0.0
C 0.0 0.0 -0.1
C 0.0 0.0 0.0
C 0.0 0.0 0.0
C 0.0 0.0 0.0
C 0.0 0.0 0.0
C 0.0 0.0 0.0
C 0.0 0.0 0.0
C 0.0 0.0 0.0
C 0.0 0.1 0.0
C 0.0 0.1 0.0
C 0.0 -0.1 0.0
C 0.0 0.0 0.0
C 0.0 0.0 0.0
C 0.0 0.0 0.0
C 0.0 -0.1 0.0
C 0.0 0.0 0.0
C 0.0 0.0 0.0
C 0.0 0.0 0.0
C 0.0 0.0 0.0
H 0.0 0.0 0.0
H 0.0 0.0 0.0
H 0.0 0.0 0.0
H 0.0 0.0 0.0
H 0.0 0.0 0.0
H 0.0 0.0 0.0
H 0.0 0.0 0.0
H 0.0 0.0 0.0
H 0.0 0.0 0.0
H 0.0 0.0 0.0
H 0.0 0.0 0.0
H 0.0 0.0 0.0
H 0.0 0.0 0.0
H 0.0 0.0 0.0
H 0.0 0.0 0.0
H 0.0 0.0 0.0
H 0.0 0.0 0.0
H 0.0 0.0 0.0
H 0.0 0.0 0.0
H 0.0 0.0 0.0
H 0.0 0.0 0.0
H 0.0 0.0 0.0
H 0.0 0.0 0.0
H 0.0 0.0 0.0
H 0.0 0.0 0.0
H 0.0 0.0 0.0
H 0.0 0.0 0.0
H 0.0 0.0 0.0
H 0.0 0.0 0.0
H 0.0 0.0 0.0
H 0.0 0.0 0.0
H 0.0 0.0 0.0
H 0.0 0.0 0.0
H 0.0 0.0 0.0
H 0.0 0.0 0.0
H 0.0 0.0 0.0
H 0.0 0.0 0.0
H 0.0 0.0 0.0
H 0.0 0.0 0.0
H 0.0 0.0 0.0
H 0.0 0.0 0.0
H 0.0 0.0 0.0
H 0.0 0.0 0.0
H 0.0 0.0 0.1

=====

> Look up the total charge of the second one.

+3

=====

> What is the formula in the first record?

C41H42P2RuTe

=====

> Among the records above, which one has the lowest total charge?

C41H42P2RuTe

=====

> total charge of number 2 (C41H44AsN5PSn)?

+3